Record 1
# C16H44CuN4O8S

C16H44CuN4O8S as an isolated structure at a distorted geometry (the ωB97M-V functional and the def2-TZVPD basis, the Open Molecules 2025 dataset).

Properties
Multiplicity: 1
Orbital gap (eV): 3.10
Net charge: -1
Energy above the lowest of the compared OMol25 structures with the same formula, charge and spin (kcal per mole): 187.5

CARTESIAN COORDINATES (ANGSTROEM)
Cu -0.289 0.724 2.164
S -3.661 -2.076 4.349
O -5.076 -2.107 4.683
O -3.450 -0.966 3.416
O -2.795 -1.937 5.503
O -3.282 -3.315 3.702
C 3.153 3.443 -2.043
C 3.081 2.797 -0.652
C 4.456 2.972 0.075
O 5.514 2.388 -0.652
C 6.756 2.397 0.042
N 1.940 3.409 0.107
H 3.459 4.489 -2.025
H 2.242 3.301 -2.624
H 3.968 2.972 -2.591
H 2.889 1.737 -0.823
H 4.338 2.430 1.014
H 4.603 4.020 0.336
H 6.711 1.776 0.936
H 7.071 3.358 0.449
H 7.606 2.153 -0.595
H 2.190 4.339 0.411
H 1.163 3.556 -0.520
C -0.888 -2.793 -3.035
C -1.817 -3.291 -1.943
C -2.322 -4.798 -2.073
O -2.972 -4.838 -3.375
C -3.446 -6.125 -3.652
N -1.156 -3.068 -0.647
H 0.019 -3.398 -3.040
H -0.757 -1.713 -2.964
H -1.388 -2.900 -3.997
H -2.661 -2.603 -1.990
H -3.033 -5.005 -1.273
H -1.489 -5.501 -2.059
H -4.350 -6.346 -3.085
H -2.629 -6.833 -3.516
H -3.725 -6.047 -4.702
H -1.807 -3.201 0.113
H -0.408 -3.743 -0.573
C 2.636 -0.190 7.064
C 2.457 -0.121 5.529
C 2.736 -1.359 4.683
O 2.748 -1.149 3.241
C 3.680 -1.898 2.502
N 1.056 0.338 5.340
H 2.826 0.801 7.476
H 3.591 -0.624 7.364
H 1.820 -0.649 7.622
H 3.030 0.696 5.091
H 2.030 -2.155 4.922
H 3.670 -1.693 5.136
H 3.420 -2.938 2.305
H 4.659 -1.878 2.981
H 3.740 -1.403 1.533
H 0.816 1.120 5.932
H 0.386 -0.338 5.679
C -3.447 4.503 -2.155
C -3.908 3.036 -2.452
C -3.733 2.603 -3.903
O -4.273 1.315 -4.111
C -4.021 0.924 -5.437
N -3.121 2.203 -1.535
H -2.381 4.566 -2.373
H -3.636 4.764 -1.114
H -3.847 5.198 -2.893
H -4.989 2.956 -2.339
H -2.710 2.645 -4.277
H -4.265 3.347 -4.496
H -4.490 1.623 -6.130
H -4.424 -0.077 -5.586
H -2.987 0.842 -5.773
H -3.690 2.048 -0.715
H -3.138 1.288 -1.963

=====

Record 2
# C15H54BNO23

C15H54BNO23 as an isolated structure at a distorted geometry (the ωB97M-V functional and the def2-TZVPD basis, the Open Molecules 2025 dataset).

Properties
Multiplicity: 1
Orbital gap (eV): 7.64
Net charge: 0
Energy above the lowest of the compared OMol25 structures with the same formula, charge and spin (kcal per mole): 90.5

CARTESIAN COORDINATES (ANGSTROEM)
C 2.899 -2.240 0.053
C 1.583 -1.516 0.335
C 0.523 -2.484 0.756
C -0.156 -3.373 -0.421
N -0.970 -4.624 -0.040
C -1.273 -5.354 -1.305
C -2.372 -4.762 -2.116
C -3.137 -3.945 -1.097
C -2.389 -4.178 0.300
C -0.280 -5.592 0.885
C -0.422 -5.308 2.408
C 0.630 -6.037 3.275
H 3.051 -2.920 -0.843
H 3.145 -2.671 0.997
H 3.655 -1.510 -0.118
H 1.257 -0.890 -0.481
H 1.743 -0.862 1.192
H -0.321 -2.067 1.331
H 0.861 -3.375 1.436
H 0.595 -3.472 -1.197
H -0.814 -2.727 -0.979
H -1.485 -6.307 -1.109
H -0.177 -5.415 -1.830
H -3.190 -5.431 -2.402
H -2.200 -4.346 -3.183
H -4.250 -4.011 -1.040
H -2.883 -2.948 -1.331
H -2.932 -5.008 0.814
H -2.391 -3.494 1.122
H 0.781 -5.409 0.673
H -0.350 -6.612 0.738
H -1.456 -5.575 2.728
H -0.588 -4.323 2.747
H 1.537 -5.876 2.803
H 0.513 -7.038 3.128
H 0.477 -5.611 4.368
O 2.228 1.962 -2.446
C 1.575 2.203 -1.468
O 0.771 1.300 -1.109
B -0.074 1.928 -0.154
O 0.230 3.339 -0.090
C 1.249 3.415 -0.839
O 2.037 4.386 -0.807
O -0.143 1.214 1.168
C -1.315 0.910 1.435
O -1.577 0.218 2.445
C -2.182 1.366 0.432
O -1.477 1.705 -0.565
O -3.433 1.062 0.309
O 5.140 4.004 0.422
H 4.637 4.481 -0.219
H 4.429 3.897 1.106
O -1.185 2.661 4.047
H -0.646 3.062 3.382
H -0.576 2.125 4.456
O -0.192 6.680 -1.097
H -0.488 5.874 -1.536
H 0.693 6.401 -1.108
O 3.192 1.910 -5.002
H 2.456 1.898 -4.483
H 3.079 2.505 -5.911
O -3.136 3.802 1.171
H -3.556 3.811 0.306
H -3.567 3.005 1.547
O -0.106 4.025 1.626
H -0.003 3.887 0.676
H -0.975 4.529 1.661
O -4.162 -0.027 -1.982
H -4.623 -0.673 -1.727
H -3.809 0.287 -1.195
O 2.567 6.889 -2.303
H 1.951 6.265 -2.757
H 2.737 7.795 -2.785
O 0.121 -1.409 4.067
H -0.636 -1.639 4.607
H -0.351 -0.697 3.428
O 3.318 3.400 1.798
H 2.954 2.737 2.203
H 2.781 4.160 1.992
O -6.364 2.151 -0.581
H -5.548 2.614 -0.498
H -6.556 2.149 -1.527
O 0.278 -0.836 -3.007
H 0.594 0.045 -2.669
H 1.026 -1.333 -3.335
O -3.747 1.973 3.077
H -3.462 1.032 2.888
H -2.823 2.338 3.279
O 5.078 5.164 -2.010
H 5.568 5.950 -2.130
H 4.112 5.394 -2.162
O 4.386 0.161 -2.566
H 3.666 0.609 -3.212
H 4.642 -0.754 -2.847

=====

Record 3
# C4H8NO

A 2-piece molecular cluster, C4H8NO overall at a distorted geometry (the ωB97M-V functional and the def2-TZVPD basis, the Open Molecules 2025 dataset).

Properties
Multiplicity: 3
Orbital gap (alpha / beta) (eV): 5.01 / 11.47
Net charge: +1
Energy above the lowest of the compared OMol25 structures with the same formula, charge and spin (kcal per mole): 38.8

CARTESIAN COORDINATES (ANGSTROEM)
C 1.101 0.330 -0.244
C 1.713 -1.879 -0.274
C -3.225 1.789 0.943
C 0.703 -0.887 -0.857
N 1.342 1.345 0.280
O -2.123 1.398 1.085
H 1.334 -2.657 0.402
H 2.652 -1.427 0.132
H 2.081 -2.362 -1.218
H -3.957 1.204 0.364
H 1.482 2.386 0.496
H -3.550 2.754 1.406
H 0.767 -1.014 -1.949
H -0.321 -0.981 -0.566

=====

Record 4
# C4H7NO2

One molecule with the formula C4H7NO2 (the ωB97M-V functional and the def2-TZVPD basis, the Open Molecules 2025 dataset).

Properties
Multiplicity: 1
SMILES string: [H]/N=C(\C)OCC=O
Orbital gap (eV): 10.66
Net charge: 0
Energy above the lowest of the compared OMol25 structures with the same formula, charge and spin (kcal per mole): 38.3

CARTESIAN COORDINATES (ANGSTROEM)
C 0.104 -0.248 -1.942
C 0.473 0.382 -0.624
N 1.618 0.505 -0.103
O -0.641 0.814 0.039
C -0.570 0.709 1.458
C -0.760 -0.770 1.757
O -0.085 -1.423 2.507
H 0.101 0.482 -2.756
H 0.820 -1.038 -2.185
H -0.896 -0.682 -1.871
H 2.336 0.130 -0.718
H 0.375 1.081 1.858
H -1.419 1.277 1.852
H -1.586 -1.227 1.165

=====

Record 5
# C2H3O3

An isolated ion of composition C2H3O3 and charge -1 at a distorted geometry (the ωB97M-V functional and the def2-TZVPD basis, the Open Molecules 2025 dataset).

Properties
Multiplicity: 1
SMILES string: COC(=O)[O-]
Orbital gap (eV): 6.98
Net charge: -1
Energy above the lowest of the compared OMol25 structures with the same formula, charge and spin (kcal per mole): 57.0

CARTESIAN COORDINATES (ANGSTROEM)
C 2.460 0.240 0.065
C 0.122 -0.077 -0.176
O 3.885 -0.556 -0.138
O 2.292 1.285 0.626
O 1.489 -0.586 -0.402
H 0.312 0.689 0.592
H -0.404 -1.024 -0.116
H -0.113 0.434 -1.139

=====

Record 6
# C3HCl3O

One molecule with the formula C3HCl3O at a distorted geometry (the ωB97M-V functional and the def2-TZVPD basis, the Open Molecules 2025 dataset).

Properties
Multiplicity: 1
SMILES string: O=C(Cl)/C(Cl)=C/Cl
Orbital gap (eV): 9.85
Net charge: 0
Energy above the lowest of the compared OMol25 structures with the same formula, charge and spin (kcal per mole): 9.9

CARTESIAN COORDINATES (ANGSTROEM)
C -0.736 1.119 -0.046
C 1.039 -0.612 -0.130
C -0.146 -0.217 0.351
O -0.718 2.171 0.500
Cl 1.797 -2.047 0.412
Cl -1.225 -1.298 1.249
Cl -1.689 0.925 -1.474
H 1.676 -0.041 -0.862